1.
43
Properties=species:S:1:pos:R:3:lowdin_charge:R:1 method="wB97M-V/def2-TZVPD" gap_ev=4.98 e_lumo_ha=-0.0454 max_force_ev_per_a=3.558 charge=0
C 0.17 0.18 1.59 -0.1199
C 1.70 0.02 1.63 -0.4394
O 2.23 -0.13 2.91 -0.4909
Nb 1.94 -1.91 3.91 1.1265
C 2.85 -3.28 2.32 -0.3709
C 1.77 -4.11 1.64 -0.5687
C 2.38 -5.23 0.80 -0.0832
O 0.98 -3.29 0.75 -0.1236
H -0.29 -0.04 2.53 0.0351
H -0.09 1.19 1.27 0.0375
H -0.21 -0.49 0.82 0.0502
H 2.11 0.95 1.22 0.0842
H 2.02 -0.76 0.95 0.0681
H 3.64 -1.82 4.64 -0.1511
H 1.39 -1.04 5.44 -0.1787
H 0.20 -2.17 3.37 -0.1277
H 1.76 -3.43 4.88 -0.1724
H 3.49 -3.98 2.84 0.0178
H 3.44 -2.76 1.56 0.0372
H 1.11 -4.55 2.37 0.1019
H 1.59 -5.83 0.37 0.0686
H 3.02 -5.85 1.41 0.0728
H 2.97 -4.82 -0.01 0.0718
H 1.62 -2.99 0.08 0.0645
C -4.62 3.85 -3.40 -0.0744
C -3.60 4.44 -2.44 -0.1566
N -2.38 3.64 -2.33 -0.0419
C -1.25 4.03 -1.64 0.0099
C -0.36 3.02 -1.73 0.0102
N -0.95 2.02 -2.47 -0.0766
C -2.17 2.42 -2.83 -0.0173
C -0.36 0.72 -2.79 0.0381
H -4.94 2.86 -3.08 0.0835
H -5.49 4.49 -3.44 0.0895
H -4.21 3.77 -4.41 0.0879
H -4.03 4.53 -1.44 0.1368
H -3.31 5.44 -2.77 0.1330
H -1.22 4.99 -1.15 0.1430
H 0.63 2.88 -1.34 0.1439
H -2.86 1.85 -3.42 0.1655
H -0.27 0.62 -3.87 0.1031
H -0.99 -0.07 -2.40 0.1089
H 0.62 0.65 -2.34 0.1036

2.
68
Properties=species:S:1:pos:R:3:lowdin_charge:R:1 method="wB97M-V/def2-TZVPD" e_above_lowest_kcal_mol=2.5 gap_ev=10.71 e_lumo_ha=0.0051 max_force_ev_per_a=0.964 smiles="C[N+](=O)[O-].C[N+](=O)[O-].C[N+](=O)[O-].C[N+](=O)[O-].C[N+](=O)[O-].O=S1(=O)OCCO1.O=S1(=O)OCCO1.O=S1(=O)OCCO1" charge=0
C 0.35 -2.14 -4.00 0.0403
N -0.65 -3.22 -4.19 -0.4515
O -0.45 -4.27 -3.61 0.0612
O -1.57 -3.00 -4.94 0.0646
H -0.16 -1.20 -4.19 0.0804
H 1.14 -2.32 -4.73 0.1045
H 0.73 -2.14 -2.98 0.0795
C -0.29 -0.54 0.96 0.0639
N 0.49 0.08 -0.16 -0.3938
O 1.06 -0.65 -0.94 0.0615
O 0.43 1.29 -0.25 0.0420
H -0.94 -1.30 0.54 0.0856
H -0.73 0.30 1.50 0.0687
H 0.42 -1.03 1.63 0.0897
C -0.22 3.56 3.82 0.0561
N -0.36 2.08 3.68 -0.4349
O -1.47 1.61 3.57 0.0602
O 0.68 1.43 3.71 0.0505
H 0.06 3.75 4.85 0.1068
H -1.16 4.05 3.59 0.0869
H 0.58 3.85 3.15 0.0718
C 3.14 1.34 -3.03 0.0561
N 1.73 1.65 -3.37 -0.4293
O 1.24 0.99 -4.27 0.0640
O 1.17 2.55 -2.78 0.0480
H 3.62 1.06 -3.96 0.0994
H 3.11 0.51 -2.33 0.0949
H 3.61 2.20 -2.58 0.0795
C -1.81 3.76 -1.13 0.0620
N -1.79 3.60 0.34 -0.4292
O -1.45 4.54 1.03 0.0407
O -2.18 2.55 0.80 0.0727
H -2.59 4.49 -1.37 0.1058
H -2.09 2.80 -1.56 0.0911
H -0.83 4.09 -1.44 0.0889
O 0.40 -5.24 0.00 -0.2001
S 0.54 -4.81 1.33 0.5738
O 0.70 -3.43 1.61 -0.2171
O -0.66 -5.36 2.22 -0.1937
C -0.28 -6.64 2.77 -0.1525
C 1.19 -6.47 3.10 -0.1506
O 1.69 -5.64 2.05 -0.1785
H -0.94 -6.83 3.62 0.1355
H -0.43 -7.42 2.02 0.1346
H 1.71 -7.42 3.09 0.1350
H 1.37 -5.96 4.05 0.1347
O -2.24 -0.06 -2.05 -0.2192
S -3.38 -0.89 -1.97 0.5686
O -4.32 -0.86 -3.03 -0.2005
O -2.92 -2.39 -1.70 -0.1925
C -3.75 -3.00 -0.72 -0.1569
C -4.06 -1.87 0.24 -0.1495
O -4.14 -0.71 -0.58 -0.1808
H -4.63 -3.46 -1.17 0.1373
H -3.16 -3.80 -0.26 0.1357
H -3.24 -1.74 0.95 0.1212
H -4.99 -1.99 0.78 0.1365
O 4.71 3.90 2.33 -0.2063
S 4.02 4.99 1.77 0.5725
O 4.32 6.31 2.17 -0.2052
O 4.09 4.90 0.19 -0.1712
C 2.86 4.46 -0.38 -0.1531
C 1.97 4.04 0.76 -0.1686
O 2.45 4.77 1.90 -0.1953
H 2.41 5.30 -0.90 0.1382
H 2.98 3.65 -1.10 0.0992
H 1.96 2.97 0.97 0.1214
H 0.95 4.37 0.57 0.1089

3.
45
Properties=species:S:1:pos:R:3:lowdin_charge:R:1 method="wB97M-V/def2-TZVPD" gap_ev=6.61 e_lumo_ha=0.0883 max_force_ev_per_a=0.555 charge=-1
C -3.39 -1.67 -0.18 -0.1888
C -2.21 -2.51 0.29 -0.8110
Br -2.96 -4.00 1.43 0.5154
C -1.16 -1.72 1.02 -0.3154
Ga 0.16 -0.79 -0.25 0.3038
C 1.24 0.56 0.83 -0.2512
C 0.81 2.03 0.78 -0.3689
N -0.62 2.31 0.95 -0.0172
C 1.39 -2.27 -0.95 -0.2638
C 2.65 -2.48 -0.09 -0.4098
C 3.79 -1.65 -0.66 -0.6812
I 5.30 -1.15 0.79 0.6733
P -0.93 0.30 -2.05 0.7039
C 0.55 0.94 -2.98 -0.3973
C -1.41 -1.07 -3.22 -0.3904
H -4.07 -1.48 0.65 0.0600
H -3.01 -0.70 -0.53 0.0299
H -3.94 -2.13 -1.00 0.0693
H -1.78 -3.07 -0.54 0.0543
H -1.65 -1.00 1.69 0.0544
H -0.54 -2.38 1.63 0.0411
H 1.26 0.23 1.88 0.0492
H 2.28 0.50 0.49 0.0217
H 1.13 2.48 -0.17 0.0848
H 1.33 2.60 1.56 0.0953
H -1.19 1.69 0.38 0.0088
H -0.88 2.17 1.92 0.0611
H 1.68 -2.08 -1.99 0.0343
H 0.81 -3.21 -0.97 0.0423
H 2.48 -2.20 0.96 0.0674
H 2.96 -3.53 -0.08 0.0931
H 3.44 -0.70 -1.06 0.0244
H 4.33 -2.18 -1.44 0.0342
H 0.27 1.19 -4.01 0.0157
H 1.37 0.22 -3.00 0.0095
H 0.90 1.85 -2.49 0.0050
H -0.53 -1.57 -3.64 0.0212
H -2.00 -0.66 -4.05 0.0113
H -2.01 -1.82 -2.72 -0.0003
C -1.01 4.96 3.82 -0.1876
O -0.90 5.03 2.41 -0.1333
H -1.18 5.97 4.18 0.0692
H -1.86 4.34 4.14 0.0718
H -0.10 4.57 4.29 0.0715
H -0.76 4.14 2.07 0.0190

4.
44
Properties=species:S:1:pos:R:3:lowdin_charge:R:1 method="wB97M-V/def2-TZVPD" s2=6.015 multiplicity=5 e_above_lowest_kcal_mol=0.0 gap_ev="6.59 / 8.54" e_lumo_ha="-0.0866 / -0.1411" max_force_ev_per_a=3.977 charge=+1
Co 0.02 -0.11 0.09 0.0954
H 2.83 -0.55 1.72 0.0592
H 2.95 -1.09 1.20 0.0472
P -0.19 1.80 1.24 0.7245
P 0.25 -1.35 -1.71 0.7167
C -0.68 -2.95 -1.65 -0.2542
H -0.56 -3.52 -2.58 0.0517
H -0.34 -3.60 -0.83 0.0346
H -1.75 -2.75 -1.52 0.0457
C -0.17 -0.80 -3.40 -0.2502
H 0.46 0.05 -3.64 0.0504
H -0.03 -1.59 -4.15 0.0580
H -1.22 -0.49 -3.39 0.0483
C 1.92 -2.07 -2.01 -0.2597
H 2.23 -2.68 -1.15 0.0310
H 1.95 -2.70 -2.91 0.0555
H 2.64 -1.25 -2.13 0.0449
C -0.94 3.32 0.53 -0.2515
H -0.99 4.14 1.25 0.0580
H -0.32 3.62 -0.33 0.0493
H -1.95 3.06 0.18 0.0467
C -1.21 1.68 2.79 -0.2660
H -0.74 0.98 3.50 0.0464
H -1.29 2.65 3.30 0.0522
H -2.22 1.33 2.58 0.0326
C 1.32 2.51 2.00 -0.2649
H 2.05 2.71 1.21 0.0445
H 1.12 3.44 2.56 0.0557
H 1.75 1.77 2.69 0.0340
H 0.70 0.84 -0.75 -0.0749
H -1.08 0.46 -0.67 -0.0280
N -1.78 -4.23 4.04 0.1506
C -1.36 -3.31 3.15 -0.2971
C -2.23 -2.29 2.74 0.0226
C -1.78 -1.38 1.81 -0.1200
N -0.51 -1.46 1.35 -0.1340
C 0.35 -2.44 1.70 -0.1262
C -0.06 -3.40 2.62 0.0168
H -2.70 -4.18 4.42 0.1117
H -1.16 -4.98 4.33 0.1309
H -3.23 -2.18 3.14 0.1212
H -2.33 -0.53 1.39 0.1057
H 1.32 -2.36 1.22 0.0631
H 0.64 -4.17 2.91 0.1214

5.
57
Properties=species:S:1:pos:R:3:lowdin_charge:R:1 method="wB97M-V/def2-TZVPD" gap_ev=9.46 e_lumo_ha=-0.1164 max_force_ev_per_a=0.352 charge=+1
O 1.74 -1.08 -0.52 0.0243
C 1.03 -0.68 -1.64 -0.2869
N 1.87 0.46 -2.20 0.1226
C 1.30 1.76 -1.66 -0.0863
C 0.20 1.31 -0.71 -0.1050
C -0.30 0.03 -1.38 -0.2478
C -1.38 -0.78 -0.67 -0.1247
C -2.78 -0.33 -1.04 -0.1730
F -3.03 0.91 -0.46 -0.0555
H 1.19 -1.35 0.24 0.0660
H 0.99 -1.48 -2.38 0.1709
H 2.85 0.33 -1.96 0.1785
H 1.81 0.47 -3.22 0.1424
H 0.87 2.29 -2.52 0.1346
H 2.07 2.37 -1.19 0.1026
H 0.63 1.07 0.27 0.1186
H -0.57 2.07 -0.55 0.1348
H -0.66 0.33 -2.38 0.1596
H -1.29 -1.85 -0.87 0.1307
H -1.27 -0.64 0.41 0.1171
H -2.89 -0.21 -2.12 0.1245
H -3.53 -1.03 -0.68 0.1262
C 0.91 -4.48 1.22 0.0761
N 0.47 -3.36 2.08 -0.4067
O 0.20 -2.28 1.55 0.0088
O 0.37 -3.56 3.26 0.1182
H 0.93 -4.13 0.19 0.0970
H 1.90 -4.79 1.55 0.1144
H 0.20 -5.29 1.35 0.0750
C -2.94 -5.74 3.15 0.0557
N -2.16 -6.25 1.99 -0.4561
O -1.30 -7.08 2.19 0.0699
O -2.42 -5.77 0.90 0.0503
H -2.59 -6.25 4.04 0.0998
H -2.78 -4.67 3.20 0.0972
H -3.99 -5.95 2.95 0.1045
C -4.19 2.86 1.78 0.0293
N -5.26 3.35 2.70 -0.4570
O -6.41 3.13 2.39 0.0737
O -4.89 3.95 3.69 0.0656
H -4.65 2.36 0.95 0.0791
H -3.61 3.73 1.47 0.0993
H -3.56 2.19 2.36 0.0962
C 3.30 2.22 2.33 0.0566
N 2.99 3.57 1.80 -0.4404
O 2.33 3.66 0.77 0.0368
O 3.41 4.51 2.43 0.1019
H 2.86 1.47 1.67 0.0780
H 4.38 2.13 2.37 0.1059
H 2.89 2.16 3.33 0.1070
C 3.50 3.98 -5.04 0.0700
N 3.59 2.84 -4.09 -0.4231
O 3.00 1.81 -4.37 0.0277
O 4.24 3.00 -3.08 0.0935
H 2.89 3.68 -5.88 0.1005
H 3.08 4.82 -4.49 0.1099
H 4.52 4.22 -5.34 0.1113